Formula: C2H8NO2
Source: the OMol25 dataset
Level of theory: wB97M-V/def2-TZVPD

Each line ends with the Mulliken charge.
Element x y z (Å)
C  -0.34  -1.59  1.94  -0.578
O  -0.99  -0.64  1.08  -0.551
H  0.47  -1.07  2.46  0.244
H  -0.08  -2.47  1.38  0.186
H  -1.07  -1.90  2.69  0.211
N  -0.41  1.45  -1.76  -0.714
C  0.65  0.39  -1.37  -0.389
O  1.05  0.46  -0.11  -0.909
H  0.21  2.12  -2.21  0.244
H  -0.54  1.92  -0.86  0.279
H  1.47  0.55  -2.13  0.343
H  0.20  -0.58  -1.68  0.141
H  -0.18  -0.25  0.60  0.494

Properties
HOMO: -0.12109 hartree
Energy above the lowest of the compared OMol25 structures with the same formula, charge and spin: 66.7 kJ/mol
Multiplicity: 1
Orbital gap: 0.28256 hartree
Net charge: -1
Maximum force: 1.9 eV/A

Formula: C35H30AuN6O2S
Source: the OMol25 dataset
Level of theory: wB97M-V/def2-TZVPD

Each line ends with the Mulliken charge.
Element x y z (Å)
Au  -0.95  -0.40  -1.00  1.189
C  1.63  0.41  -3.72  -1.635
C  2.11  1.12  -2.49  1.196
C  3.46  1.31  -2.25  -0.553
C  3.90  2.05  -1.16  -1.297
C  2.97  2.65  -0.31  -0.581
C  1.61  2.48  -0.52  0.598
C  0.60  3.22  0.31  -1.766
C  1.19  1.67  -1.58  -0.114
N  -0.19  1.34  -1.71  0.024
C  -1.09  2.18  -2.28  0.087
O  -0.88  3.26  -2.78  -0.676
C  -2.50  1.61  -2.22  0.537
C  -3.65  2.19  -2.72  -0.580
C  -4.85  1.48  -2.60  -0.295
C  -4.89  0.23  -2.00  -0.658
C  -3.71  -0.30  -1.51  0.735
N  -2.60  0.42  -1.63  0.077
C  -3.53  -1.65  -0.83  -0.135
O  -4.48  -2.34  -0.58  -0.642
N  -2.22  -1.92  -0.56  -0.391
C  -1.88  -3.00  0.31  -0.162
C  -2.13  -2.87  1.68  1.656
C  -2.93  -1.71  2.21  -1.698
C  -1.70  -3.88  2.53  -1.035
C  -1.06  -5.00  2.03  -0.905
C  -0.87  -5.14  0.67  -0.854
C  -1.29  -4.15  -0.22  1.464
C  -1.18  -4.39  -1.70  -1.936
H  2.42  -0.22  -4.15  0.456
H  1.34  1.14  -4.48  0.383
H  0.75  -0.21  -3.54  0.190
H  4.19  0.88  -2.94  0.455
H  4.95  2.18  -0.99  0.485
H  3.31  3.27  0.51  0.586
H  1.08  3.70  1.16  0.419
H  -0.19  2.57  0.68  0.263
H  0.13  4.00  -0.30  0.600
H  -3.59  3.15  -3.20  0.581
H  -5.76  1.92  -2.99  0.469
H  -5.81  -0.34  -1.90  0.586
H  -2.68  -0.77  1.72  0.026
H  -2.77  -1.59  3.28  0.463
H  -3.99  -1.90  2.05  0.392
H  -1.88  -3.79  3.59  0.444
H  -0.73  -5.78  2.70  0.449
H  -0.42  -6.05  0.27  0.501
H  -1.83  -5.21  -2.00  0.443
H  -0.16  -4.68  -1.98  0.419
H  -1.47  -3.52  -2.28  0.307
N  1.87  0.65  2.55  -0.164
C  1.61  1.96  3.02  0.612
C  2.64  2.85  3.27  -0.646
C  2.34  4.13  3.72  -0.640
C  1.02  4.53  3.88  -0.715
C  -0.01  3.64  3.59  -0.611
C  0.29  2.35  3.18  0.198
S  -0.95  1.16  2.82  -0.268
N  -0.21  0.31  1.54  0.148
C  1.05  0.12  1.59  -0.333
C  1.67  -0.78  0.56  1.574
C  3.00  -1.17  0.63  -1.048
C  3.52  -2.05  -0.30  -0.814
C  2.71  -2.52  -1.30  -1.247
C  1.40  -2.07  -1.35  -0.191
N  0.90  -1.23  -0.45  0.525
H  2.84  0.41  2.50  0.239
H  3.67  2.55  3.12  0.424
H  3.14  4.82  3.94  0.407
H  0.79  5.53  4.22  0.395
H  -1.04  3.95  3.68  0.475
H  3.64  -0.80  1.42  0.454
H  4.56  -2.35  -0.23  0.477
H  3.07  -3.21  -2.05  0.529
H  0.74  -2.39  -2.14  0.652

Properties
HOMO: -0.39148 hartree
Energy above the lowest of the compared OMol25 structures with the same formula, charge and spin: 4.6 kJ/mol
Multiplicity: 1
Orbital gap: 0.25219 hartree
Net charge: +1
Maximum force: 0.5 eV/A

Formula: H22O11
Source: the OMol25 dataset
Level of theory: wB97M-V/def2-TZVPD

Each line ends with the Mulliken charge.
Element x y z (Å)
O  -0.67  0.56  -0.70  -0.640
H  0.20  0.16  -0.58  0.308
H  -1.12  0.38  0.14  0.315
O  -0.90  2.50  -1.04  -0.566
H  -1.33  2.10  -0.28  0.262
H  -0.13  2.95  -0.68  0.320
O  2.42  -3.32  2.09  -0.610
H  2.79  -3.63  1.25  0.316
H  1.74  -2.70  1.83  0.271
O  -2.94  -0.15  3.80  -0.603
H  -2.47  0.66  4.06  0.286
H  -2.29  -0.85  3.93  0.321
O  1.96  1.34  -5.08  -0.642
H  1.37  1.19  -5.82  0.318
H  1.44  1.89  -4.47  0.325
O  0.20  4.57  -2.10  -0.576
H  0.37  5.50  -1.91  0.276
H  -0.48  4.58  -2.78  0.305
O  -1.76  -2.86  -2.79  -0.623
H  -1.23  -2.26  -2.25  0.303
H  -1.22  -3.66  -2.85  0.314
O  -2.82  -1.80  1.89  -0.618
H  -3.38  -1.63  1.13  0.303
H  -3.42  -2.14  2.56  0.306
O  2.73  2.44  2.19  -0.587
H  1.77  2.47  2.26  0.294
H  3.03  2.62  3.09  0.312
O  -0.45  -3.60  0.69  -0.552
H  -1.26  -3.21  0.33  0.307
H  -0.27  -4.34  0.10  0.280
O  2.54  0.24  0.34  -0.596
H  3.47  0.26  0.61  0.278
H  2.11  -0.27  1.03  0.294

Properties
HOMO: -0.31671 hartree
Energy above the lowest of the compared OMol25 structures with the same formula, charge and spin: 452.2 kJ/mol
Multiplicity: 1
Structure (SMILES): O.O.O.O.O.O.O.O.O.O.O
Orbital gap: 0.31335 hartree
Maximum force: 5.6 eV/A

Formula: C5H10ClN2O2S
Source: the OMol25 dataset
Level of theory: wB97M-V/def2-TZVPD

Each line ends with the Mulliken charge.
Element x y z (Å)
C  -1.76  0.39  0.27  0.460
C  -0.04  0.93  -0.70  -0.806
C  -0.46  -1.65  0.82  -0.754
C  0.77  -1.17  0.04  -0.447
C  2.38  0.68  -0.33  -0.863
N  -1.71  -0.97  0.44  -0.014
N  1.08  0.28  0.12  -0.137
O  -3.00  2.59  -0.66  -0.407
O  -1.85  1.22  1.26  -0.353
S  -3.17  1.50  0.23  0.471
Cl  -2.67  -1.96  -0.68  -0.021
H  -0.01  0.44  -1.67  0.393
H  0.06  1.99  -0.78  0.473
H  -0.54  -2.73  0.73  0.459
H  -0.27  -1.22  1.87  0.298
H  1.68  -1.82  0.24  0.394
H  0.63  -1.28  -1.12  0.357
H  2.38  0.27  -1.28  0.403
H  2.31  1.80  -0.18  0.348
H  3.14  0.22  0.22  0.373
H  1.04  0.49  1.17  0.373

Properties
HOMO: -0.48426 hartree
Energy above the lowest of the compared OMol25 structures with the same formula, charge and spin: 273.9 kJ/mol
Multiplicity: 1
Orbital gap: 0.35560 hartree
Net charge: +1
Maximum force: 5.5 eV/A

Formula: C46H37BaBrIN4O2PS2
Source: the OMol25 dataset
Level of theory: wB97M-V/def2-TZVPD

Each line ends with the Mulliken charge.
Element x y z (Å)
Ba  0.05  -2.05  -0.32  0.160
Br  2.75  4.57  -3.85  -0.182
C  1.72  3.02  -3.50  -0.131
C  2.00  2.25  -2.38  -0.571
C  1.22  1.14  -2.12  0.447
C  0.16  0.78  -2.96  0.106
C  -0.07  1.55  -4.10  -0.689
C  0.70  2.66  -4.37  -0.742
N  -0.58  -0.36  -2.56  0.888
C  -1.51  -0.84  -3.28  -0.087
C  -2.29  -2.03  -2.91  0.293
C  -3.21  -2.53  -3.82  -0.933
C  -3.92  -3.68  -3.50  -0.432
C  -3.69  -4.28  -2.27  -0.897
C  -2.77  -3.70  -1.42  -0.225
N  -2.09  -2.60  -1.71  0.489
H  2.81  2.52  -1.72  0.534
H  1.44  0.53  -1.25  -0.084
H  -0.87  1.30  -4.79  0.337
H  0.50  3.26  -5.25  0.448
H  -1.78  -0.41  -4.24  0.122
H  -3.35  -2.04  -4.77  0.438
H  -4.63  -4.10  -4.20  0.441
H  -4.21  -5.19  -1.98  0.431
H  -2.56  -4.14  -0.45  0.387
S  3.01  -2.49  -0.43  -0.257
C  3.11  -3.61  -1.77  0.229
C  4.27  -3.56  -2.55  -0.877
C  4.47  -4.39  -3.65  0.544
C  5.66  -4.27  -4.42  -0.103
N  6.62  -4.16  -5.05  -0.546
C  3.47  -5.32  -3.98  0.576
C  2.33  -5.39  -3.21  -0.957
C  2.10  -4.56  -2.11  0.285
S  0.59  -4.77  -1.25  -0.398
C  3.63  -6.20  -5.11  -0.132
N  3.73  -6.91  -6.00  -0.550
H  5.03  -2.84  -2.29  0.513
H  1.56  -6.11  -3.47  0.494
I  3.09  0.69  1.71  0.193
C  3.17  2.75  2.19  -0.174
C  4.46  3.16  2.41  -0.679
C  4.76  4.47  2.80  -0.877
C  3.74  5.35  3.00  -0.863
C  2.39  4.96  2.78  1.034
C  1.39  5.92  3.04  -0.848
C  0.08  5.63  2.84  -1.241
C  -0.26  4.37  2.34  -0.287
C  0.67  3.39  2.06  1.075
P  -0.07  1.87  1.28  1.234
C  -1.13  2.56  -0.04  0.590
C  -0.83  3.73  -0.75  -0.605
C  -1.58  4.08  -1.86  -0.719
C  -2.65  3.29  -2.27  -0.819
C  -2.95  2.13  -1.58  -0.538
C  -2.18  1.76  -0.48  -0.938
C  -1.27  1.52  2.63  0.972
C  -0.77  0.80  3.72  -0.984
C  -1.56  0.55  4.83  -0.372
C  -2.87  1.00  4.86  -0.636
C  -3.39  1.71  3.79  -0.906
C  -2.59  1.97  2.68  -0.207
C  2.06  3.65  2.32  0.166
H  5.26  2.44  2.30  0.440
H  5.78  4.76  2.96  0.398
H  3.93  6.36  3.33  0.375
H  1.70  6.89  3.40  0.388
H  -0.70  6.35  3.05  0.432
H  -1.31  4.17  2.14  0.292
H  -0.01  4.36  -0.44  0.523
H  -1.33  4.98  -2.41  0.463
H  -3.23  3.58  -3.13  0.406
H  -3.77  1.50  -1.89  0.505
H  -2.40  0.83  0.04  0.319
H  0.26  0.46  3.69  0.205
H  -1.16  0.00  5.67  0.455
H  -3.49  0.80  5.73  0.405
H  -4.41  2.07  3.81  0.452
H  -3.00  2.53  1.84  0.410
C  1.41  -3.16  3.13  -0.749
O  0.14  -3.16  2.50  0.238
C  -0.96  -3.08  3.39  -0.058
C  -2.18  -3.55  2.63  -0.809
O  -2.52  -2.71  1.55  0.065
C  -3.23  -1.54  1.94  -0.658
H  1.52  -4.04  3.77  0.297
H  1.56  -2.26  3.72  0.284
H  2.16  -3.20  2.33  0.170
H  -1.08  -2.04  3.74  -0.174
H  -0.80  -3.72  4.26  0.473
H  -3.02  -3.66  3.32  0.419
H  -1.94  -4.52  2.19  0.307
H  -3.55  -1.04  1.03  0.191
H  -2.61  -0.87  2.53  0.236
H  -4.11  -1.81  2.53  0.361

Properties
HOMO: -0.23293 hartree
Energy above the lowest of the compared OMol25 structures with the same formula, charge and spin: 71.3 kJ/mol
Multiplicity: 1
Orbital gap: 0.18100 hartree
Maximum force: 1.6 eV/A

Formula: C5H8N2
Source: the OMol25 dataset
Level of theory: wB97M-V/def2-TZVPD

Each line ends with the Mulliken charge.
Element x y z (Å)
H  0.49  -1.63  1.63  0.246
N  -0.23  -0.92  1.76  -0.722
C  -0.41  -0.12  0.78  0.772
C  -1.39  1.02  0.96  -1.337
C  0.64  -0.09  -0.46  0.266
C  1.85  -0.95  -0.51  -1.390
C  -0.06  0.36  -1.44  0.407
N  -0.87  0.68  -2.27  -0.590
H  -1.62  1.15  2.02  0.354
H  -2.31  0.78  0.43  0.316
H  -0.98  1.96  0.60  0.350
H  2.59  -0.61  0.22  0.328
H  2.31  -0.95  -1.51  0.364
H  1.61  -1.99  -0.27  0.338
H  -1.61  1.31  -1.93  0.301

Properties
HOMO: -0.30235 hartree
Energy above the lowest of the compared OMol25 structures with the same formula, charge and spin: 279.2 kJ/mol
Multiplicity: 1
Structure (SMILES): [H]/N=C(/C)C(C)=C=N
Orbital gap: 0.31436 hartree
Maximum force: 3.1 eV/A

Formula: C4H8NO3
Source: the OMol25 dataset
Level of theory: wB97M-V/def2-TZVPD

Each line ends with the Mulliken charge.
Element x y z (Å)
C  -1.07  0.37  -2.80  -0.792
C  -1.78  -0.61  -1.79  0.467
O  -1.15  -0.81  -0.73  -0.690
O  -2.88  -1.04  -2.17  -0.723
H  -1.76  1.16  -3.13  0.250
H  -0.72  -0.10  -3.73  0.222
H  -0.23  0.89  -2.35  0.229
C  2.56  -0.18  1.00  -0.868
C  1.69  0.48  2.03  0.545
O  2.18  1.04  3.01  -0.674
N  0.35  0.58  1.80  -0.299
H  -0.09  1.32  2.29  0.189
H  -0.09  0.03  1.07  0.283
H  2.23  -1.13  0.59  0.334
H  3.52  -0.37  1.46  0.304
H  2.79  0.63  0.29  0.224

Properties
HOMO: -0.16025 hartree
Energy above the lowest of the compared OMol25 structures with the same formula, charge and spin: 54.0 kJ/mol
Multiplicity: 1
Orbital gap: 0.29185 hartree
Net charge: -1
Maximum force: 2.0 eV/A